(one)
Here is one molecule with the formula C4H11N3 from OMol25. Energies are from ωB97M-V/def2-TZVPD.

## Properties
- SMILES string: [H]/N=C/NCCCN
- Gap between HOMO and LUMO: 9.56 eV
- Highest occupied orbital energy: -0.3156 Eh

Structure (ORCA input):
```
! RIJCOSX wB97M-V def2-TZVPD def2/J DEFGRID3
* xyz 0 1
C -2.203 -0.394 0.309
C -0.877 -1.115 0.766
C 0.360 -0.219 0.405
N 2.785 0.746 -0.247
C 2.118 0.210 -1.248
N 0.830 -0.123 -0.936
N -2.505 0.899 0.872
H -2.212 -0.225 -0.925
H -3.130 -1.038 0.563
H -0.795 -1.999 0.062
H -0.952 -1.298 1.871
H 0.235 0.784 0.849
H 1.217 -0.885 0.800
H 3.728 0.363 -0.448
H 2.503 0.080 -2.236
H 0.267 -0.339 -1.735
H -3.341 1.403 1.219
H -1.679 1.610 0.768
*
```



(two)
Here is one molecule with the formula C4H11N3 from OMol25. Energies are from ωB97M-V/def2-TZVPD.

## Properties
- SMILES string: C=CN(N)[C@@H](C)N
- Gap between HOMO and LUMO: 8.31 eV
- Highest occupied orbital energy: -0.2712 Eh

Structure (ORCA input):
```
! RIJCOSX wB97M-V def2-TZVPD def2/J DEFGRID3
* xyz 0 1
C 0.251 -0.099 -0.892
C 1.163 -1.282 -1.183
N 0.561 0.606 0.336
N 1.192 1.863 0.244
N -1.161 -0.502 -0.623
C -0.926 0.533 1.061
C -1.323 -0.216 2.111
H 0.227 0.583 -1.757
H 2.203 1.748 0.273
H 0.962 2.356 -0.622
H -1.231 -1.407 -0.166
H -1.877 0.008 -1.136
H -1.242 1.575 1.048
H 2.196 -0.933 -1.266
H 0.896 -1.786 -2.119
H 1.136 -2.009 -0.367
H -1.195 -1.291 2.115
H -1.832 0.255 2.943
*
```



Which is most stable, and by how much? (one), by 43.3 kcal/mol.



(one)
Here is one molecule with the formula C4H11N3 from OMol25. Energies are from ωB97M-V/def2-TZVPD.

## Properties
- SMILES string: N/C=N\CCCN
- Gap between HOMO and LUMO: 9.90 eV
- Highest occupied orbital energy: -0.3298 Eh

Structure (ORCA input):
```
! RIJCOSX wB97M-V def2-TZVPD def2/J DEFGRID3
* xyz 0 1
C -1.878 0.802 -0.642
C -0.370 0.902 -0.870
C 0.439 -0.286 -0.379
N 2.757 -0.603 1.295
C 1.452 -0.494 1.749
N 0.407 -0.355 1.057
N -2.414 -0.472 -1.138
H -2.375 1.574 -1.182
H -2.080 0.948 0.405
H -0.225 1.068 -1.936
H 0.016 1.766 -0.324
H 1.462 -0.191 -0.794
H 0.158 -1.227 -0.852
H 3.001 -0.289 0.373
H 3.475 -0.792 1.966
H 1.405 -0.502 2.831
H -3.343 -0.578 -0.759
H -1.888 -1.269 -0.801
*
```



(two)
Here is one molecule with the formula C4H11N3 from OMol25. Energies are from ωB97M-V/def2-TZVPD.

## Properties
- SMILES string: [H]/N=C(\N)NCCC
- Gap between HOMO and LUMO: 9.18 eV
- Highest occupied orbital energy: -0.3073 Eh

Structure (ORCA input):
```
! RIJCOSX wB97M-V def2-TZVPD def2/J DEFGRID3
* xyz 0 1
C 1.707 1.995 0.838
C 0.659 1.898 -0.314
C -0.312 0.797 0.034
N -0.180 -0.676 -0.578
C -0.624 -2.055 -0.532
N -1.526 -2.238 0.473
N -0.624 -3.022 -1.433
H 1.786 3.036 1.097
H 2.641 1.459 0.611
H 1.330 1.346 1.629
H 1.263 1.563 -1.152
H 0.110 2.778 -0.623
H -0.508 0.762 1.139
H -1.333 0.918 -0.282
H 0.456 -0.561 -1.406
H -1.518 -1.604 1.263
H -2.542 -2.413 0.118
H -0.785 -3.981 -0.883
*
```



Which is most stable, and by how much? (one), by 51.0 kcal/mol.



(one)
Here is a 2-piece molecular cluster, C4H11N3 overall from OMol25. Energies are from ωB97M-V/def2-TZVPD.

## Properties
- SMILES string: [H]/N=C/N.C=NCC
- Gap between HOMO and LUMO: 10.11 eV
- Highest occupied orbital energy: -0.3343 Eh

Structure (ORCA input):
```
! RIJCOSX wB97M-V def2-TZVPD def2/J DEFGRID3
* xyz 0 1
C 2.496 0.764 -1.007
C 1.465 0.254 -0.012
C 0.373 -1.796 -0.082
N 0.564 -0.695 -0.658
H 3.190 1.438 -0.507
H 3.050 -0.042 -1.482
H 1.987 1.340 -1.782
H 0.859 1.095 0.327
H 1.929 -0.189 0.878
H 0.864 -2.069 0.862
H -0.304 -2.522 -0.524
N -2.340 0.305 -0.483
C -2.551 0.349 0.863
N -1.726 0.907 1.654
H -2.918 -0.308 -1.028
H -1.393 0.437 -0.805
H -3.483 -0.125 1.177
H -2.061 0.856 2.610
*
```



(two)
Here is a 2-piece molecular cluster, C4H11N3 overall from OMol25. Energies are from ωB97M-V/def2-TZVPD.

## Properties
- Gap between HOMO and LUMO (alpha / beta): 7.53 / 7.20 eV
- Highest occupied orbital energy (alpha / beta): -0.2486 / -0.2410 Eh

Structure (ORCA input):
```
! RIJCOSX wB97M-V def2-TZVPD def2/J DEFGRID3
* xyz 0 1
C 1.475 -1.030 1.041
C -1.794 -0.433 0.930
C -0.213 1.905 -0.308
C -0.755 -0.495 -0.059
N 2.047 -1.733 0.156
N 0.510 0.455 -1.874
N -0.479 0.578 -0.908
H 1.868 -0.981 2.132
H -2.301 0.554 0.749
H -1.546 -0.392 2.051
H -2.572 -1.130 0.609
H 0.831 1.923 -0.152
H -0.547 2.639 -1.005
H -0.587 1.751 0.689
H -0.813 -1.373 -0.582
H 2.889 -2.302 0.218
H 1.453 0.578 -1.579
H 0.536 -0.516 -2.109
*
```



(three)
Here is C4H11N3 as an isolated structure from OMol25. Energies are from ωB97M-V/def2-TZVPD.

## Properties
- Gap between HOMO and LUMO (alpha / beta): 8.10 / 8.09 eV
- Highest occupied orbital energy (alpha / beta): -0.2651 / -0.2651 Eh

Structure (ORCA input):
```
! RIJCOSX wB97M-V def2-TZVPD def2/J DEFGRID3
* xyz 0 1
C 1.712 0.325 0.598
N 0.724 -0.465 -0.155
C 0.459 -0.116 -1.576
N 1.005 0.966 -2.012
H 0.840 -1.465 0.003
H 1.045 0.985 -3.026
H 0.296 -1.024 -2.172
H 1.753 -0.056 1.617
H 1.448 1.377 0.539
H 2.680 0.206 0.117
C -1.580 0.694 1.016
C -0.954 -0.523 0.376
N -1.099 -1.749 0.758
H -1.931 -1.908 1.320
H -1.121 -0.185 -0.940
H -2.621 0.458 1.235
H -1.545 1.543 0.331
H -1.111 0.937 1.972
*
```



Which is most stable, and by how much? (one), by 80.3 kcal/mol.